1.
{
  "formula": "C45H40F6IrO9PS3",
  "method": "the ωB97M-V functional and the def2-TZVPD basis",
  "homo_energy_ha": [-0.3086, -0.3086],
  "homo_lumo_gap_ev": [6.2, 6.2],
  "lumo_ha": [-0.079, -0.080],
  "symbols": ["Ir", "S", "S", "S", "P", "F", "F", "F", "F", "F", "F", "O", "O", "O", "O", "O", "O", "O", "O", "O", "C", "C", "C", "C", "C", "C", "C", "C", "C", "C", "C", "C", "C", "C", "C", "C", "C", "C", "C", "C", "C", "C", "C", "C", "C", "C", "C", "C", "C", "C", "C", "C", "C", "C", "C", "C", "C", "C", "C", "C", "C", "C", "C", "C", "C", "H", "H", "H", "H", "H", "H", "H", "H", "H", "H", "H", "H", "H", "H", "H", "H", "H", "H", "H", "H", "H", "H", "H", "H", "H", "H", "H", "H", "H", "H", "H", "H", "H", "H", "H", "H", "H", "H", "H", "H"],
  "xyz": [[-0.010, 0.075, 0.058], [0.218, 3.651, -0.139], [-2.407, 1.646, -0.973], [3.263, 0.147, -0.135], [-1.158, -2.132, 0.148], [-0.539, -6.799, -0.465], [1.806, -6.209, -1.553], [-1.744, -5.018, -0.532], [0.343, -4.930, -2.468], [2.188, -4.113, -1.721], [-1.034, -5.759, 1.341], [1.690, -0.352, 1.542], [0.322, -3.389, -0.019], [0.486, 2.259, 0.312], [-2.408, 0.615, 0.529], [-1.950, 2.966, -0.532], [3.812, -0.964, 5.002], [2.062, 0.384, -0.993], [-1.335, 0.892, -1.676], [1.702, -0.142, 3.770], [-1.982, -2.816, -3.931], [-5.327, -2.228, -0.175], [4.573, 0.246, -1.393], [-4.677, 0.038, 0.236], [3.289, -1.568, 2.741], [-1.243, -3.500, 4.613], [-3.998, -2.610, -0.106], [0.523, 4.251, -4.658], [4.244, 0.373, -2.729], [-2.131, -2.808, -2.551], [0.118, 5.271, -3.813], [0.743, 2.984, -4.149], [0.608, 2.737, -2.791], [2.988, 3.531, -0.826], [-1.297, -2.811, 1.910], [-5.664, -0.895, -0.007], [5.224, 0.223, -3.695], [4.093, -1.654, 3.892], [5.543, -3.192, 2.725], [-2.984, -1.682, 0.108], [-0.067, -3.177, 3.956], [-2.436, -3.478, 3.915], [3.606, -2.330, 1.621], [2.121, -0.617, 2.713], [4.727, -3.133, 1.604], [1.971, 4.315, -0.004], [5.225, -2.475, 3.859], [0.179, -1.823, -3.717], [-2.474, -3.123, 2.575], [-0.836, -2.315, -4.520], [-0.016, 5.031, -2.456], [0.600, -4.717, -0.071], [6.852, -0.180, -1.974], [-0.100, -2.832, 2.619], [5.873, -0.036, -1.007], [4.104, 2.896, 0.004], [3.607, 1.706, 0.802], [1.589, -5.201, 1.005], [6.526, -0.060, -3.316], [0.044, -1.821, -2.344], [1.225, -5.002, -1.466], [-1.118, -2.308, -1.752], [0.258, 3.772, -1.947], [-3.336, -0.347, 0.311], [-0.682, -5.576, 0.062], [7.286, -0.202, -4.069], [6.429, -3.813, 2.722], [0.808, -2.578, 2.106], [-3.038, -3.206, -2.131], [2.523, -4.655, 0.912], [4.523, 3.634, 0.693], [6.108, -0.145, 0.042], [1.160, -5.009, 1.984], [-4.910, 1.079, 0.399], [0.858, -1.479, -1.716], [1.029, 2.180, -4.811], [0.872, -3.176, 4.486], [-3.429, -3.097, 2.078], [-0.084, 6.255, -4.206], [2.181, 4.254, 1.061], [-6.089, -2.969, -0.368], [2.653, 1.914, 1.283], [-0.328, 5.818, -1.788], [3.434, 4.188, -1.575], [-3.740, -3.654, -0.204], [3.217, 0.574, -2.994], [4.911, 2.579, -0.661], [-0.724, -2.305, -5.594], [2.944, -0.501, 4.847], [4.329, 1.392, 1.557], [1.086, -1.440, -4.162], [2.948, -2.292, 0.765], [5.837, -2.536, 4.744], [2.491, 2.720, -1.354], [0.654, 4.445, -5.713], [1.767, -6.268, 0.890], [4.970, 0.311, -4.740], [1.924, 5.360, -0.295], [-1.229, -3.753, 5.661], [0.762, 1.743, -2.398], [4.974, -3.700, 0.718], [-3.360, -3.728, 4.414], [7.867, -0.402, -1.683], [-2.779, -3.219, -4.539], [-6.697, -0.587, -0.057]],
  "atomic_forces_ev_per_a": [[-0.6, 0.7, 0.7], [1.9, 1.9, -0.7], [-1.1, 1.2, -0.3], [2.9, 0.6, 0.2], [0.6, -0.4, -1.2], [0.1, -0.2, -0.1], [0.1, -0.3, 0.1], [-0.2, 0.3, -0.3], [-0.3, 0.1, 0.0], [0.3, 0.4, 0.0], [0.0, 0.0, 0.3], [-2.4, 0.3, -1.9], [0.3, 1.1, 0.3], [0.2, -1.8, 0.3], [2.2, 0.9, 0.0], [-1.0, -1.1, 0.0], [-0.1, 0.1, 0.2], [-3.2, -0.3, -0.4], [1.5, -1.4, 1.1], [-0.2, 0.2, -0.2], [-0.1, 0.0, 0.0], [0.2, -0.1, 0.0], [-0.5, -0.3, 0.2], [0.3, 0.2, 0.3], [-0.3, 0.4, 0.0], [0.0, 0.0, -0.1], [0.0, 0.0, 0.1], [-0.1, 0.0, -0.1], [-0.3, 0.1, 0.0], [0.1, 0.0, -0.1], [0.0, 0.1, 0.1], [0.0, -0.1, 0.0], [0.0, -0.2, 0.1], [0.3, -0.1, 0.0], [0.5, 0.6, -0.6], [0.0, 0.0, 0.0], [0.2, 0.0, 0.1], [-0.1, -0.1, -0.3], [0.0, 0.1, 0.1], [0.6, 1.2, 0.2], [0.0, 0.1, 0.0], [-0.1, -0.1, 0.0], [0.1, -0.2, 0.1], [0.4, -0.5, 1.3], [0.0, -0.1, -0.3], [-0.7, -0.3, -0.1], [-0.1, 0.1, 0.2], [0.1, 0.2, 0.0], [-0.1, 0.0, 0.0], [0.0, 0.0, 0.0], [0.0, 0.0, 0.1], [-0.2, -0.5, -0.1], [0.0, 0.0, 0.1], [0.0, -0.1, 0.2], [0.0, 0.0, 0.2], [-0.1, 0.0, -0.2], [0.0, -0.3, -0.3], [-0.3, 0.1, -0.2], [0.0, 0.0, -0.1], [0.0, -0.2, -0.1], [0.1, -0.1, -0.1], [0.1, 0.0, 0.8], [-0.2, 0.1, 0.2], [-1.4, -1.8, -0.3], [0.0, -0.3, 0.2], [0.1, 0.0, -0.1], [0.0, 0.0, 0.0], [0.1, -0.1, -0.1], [0.0, 0.0, 0.0], [0.0, 0.0, 0.0], [0.1, 0.0, 0.1], [0.1, -0.1, 0.1], [0.1, 0.0, 0.0], [-0.2, 0.1, 0.0], [0.0, -0.1, -0.2], [0.0, -0.1, 0.0], [0.2, 0.0, 0.1], [0.0, 0.0, 0.0], [0.0, 0.1, 0.0], [0.0, 0.1, 0.2], [-0.1, 0.0, 0.0], [0.0, -0.1, 0.1], [-0.1, 0.2, 0.1], [-0.1, 0.0, -0.1], [0.0, -0.1, 0.0], [-0.1, 0.0, -0.1], [0.0, 0.1, 0.1], [0.0, -0.1, -0.1], [0.2, -0.2, -0.1], [0.0, -0.1, 0.1], [0.1, 0.0, -0.1], [0.0, -0.1, 0.0], [0.1, 0.0, 0.1], [0.1, 0.1, -0.1], [0.0, 0.0, -0.1], [0.1, 0.0, 0.1], [0.0, 0.0, -0.1], [-0.1, 0.1, 0.0], [0.0, -0.1, 0.1], [0.1, 0.0, 0.0], [0.0, -0.1, 0.0], [-0.1, 0.0, 0.1], [0.1, 0.0, 0.1], [0.0, 0.0, -0.1], [-0.1, 0.1, 0.0]]
}



2.
{
  "formula": "C45H41F5N4O3S4V",
  "method": "the ωB97M-V functional and the def2-TZVPD basis",
  "spin_multiplicity": 4,
  "homo_energy_ha": [-0.2286, -0.2266],
  "homo_lumo_gap_ev": [5.7, 4.4],
  "lumo_ha": [-0.018, -0.065],
  "s_squared": 4.09,
  "symbols": ["V", "S", "S", "S", "S", "F", "F", "F", "F", "F", "O", "O", "O", "N", "N", "N", "N", "C", "C", "C", "C", "C", "C", "C", "C", "C", "C", "C", "C", "C", "C", "C", "C", "C", "C", "C", "C", "C", "C", "C", "C", "C", "C", "C", "C", "C", "C", "C", "C", "C", "C", "C", "C", "C", "C", "C", "C", "C", "C", "C", "C", "C", "H", "H", "H", "H", "H", "H", "H", "H", "H", "H", "H", "H", "H", "H", "H", "H", "H", "H", "H", "H", "H", "H", "H", "H", "H", "H", "H", "H", "H", "H", "H", "H", "H", "H", "H", "H", "H", "H", "H", "H", "H"],
  "xyz": [[0.008, -0.180, 0.172], [1.437, 2.876, 1.786], [-1.027, -1.205, 2.099], [-1.792, -4.136, -1.240], [2.411, -1.747, 2.059], [0.910, -5.918, 1.216], [-2.442, -5.457, 4.448], [0.771, -3.343, 0.685], [-2.568, -2.841, 3.961], [-0.702, -7.027, 3.096], [0.797, 1.532, 1.526], [-1.991, 0.877, -0.243], [2.050, -0.856, 0.891], [-0.111, -2.326, -3.421], [-0.862, -1.407, -1.307], [-1.301, 7.829, -3.762], [1.033, 0.338, -1.262], [-1.705, -3.571, 3.251], [2.100, 1.291, -1.075], [-2.574, 1.906, 1.856], [3.107, 1.578, -2.217], [6.032, -3.467, 2.361], [-0.482, 4.417, -3.351], [-2.757, 1.935, 0.358], [-1.311, -3.313, -5.219], [-0.338, 4.385, -0.547], [2.847, 2.548, 2.868], [-2.269, -4.113, -5.803], [6.707, -2.945, 1.262], [-0.117, 3.273, -2.741], [0.170, 3.172, -1.275], [-2.247, -0.992, -1.672], [2.918, 0.735, -3.438], [-2.376, 0.503, -1.578], [0.025, -1.415, -2.428], [-0.057, -3.812, 1.607], [4.740, -1.713, 0.620], [0.031, -5.164, 1.868], [-0.715, 5.604, -2.598], [2.657, -0.646, 3.494], [3.767, 1.403, 2.427], [-2.968, -4.770, -3.606], [-1.967, -3.996, -2.973], [3.865, 0.289, 3.484], [-1.043, 6.831, -3.244], [-1.162, -3.217, -3.826], [3.696, 4.129, -2.105], [4.713, -3.111, 2.596], [6.060, -2.080, 0.388], [1.974, -0.214, -3.487], [-0.906, -2.950, 2.296], [-3.125, -4.837, -4.976], [2.652, 3.070, -2.246], [-0.706, 5.523, -1.171], [-0.775, -5.729, 2.827], [-1.652, -4.923, 3.516], [1.023, -0.457, -2.412], [4.093, -2.217, 1.733], [2.269, 3.398, 0.264], [3.966, 4.696, -0.931], [1.715, 2.821, -1.020], [3.265, 4.279, 0.293], [2.621, 0.990, -0.178], [2.673, -1.321, 4.355], [4.207, -1.053, -0.059], [-1.000, -2.452, -1.037], [3.612, 4.702, 1.233], [4.169, -3.530, 3.440], [3.387, 0.962, 1.511], [-3.906, -5.457, -5.406], [-0.349, 2.293, -0.899], [-1.516, 1.991, 2.119], [2.355, 2.335, 3.821], [4.734, 5.455, -0.845], [-3.610, -5.354, -2.956], [0.555, -2.194, -4.158], [-1.040, 6.379, -0.597], [3.360, 3.505, 2.968], [-0.446, 4.335, 0.529], [4.135, 1.503, -1.854], [-2.524, -1.338, -2.666], [3.588, 0.892, -4.279], [3.950, 0.735, 4.478], [1.707, -0.099, 3.505], [-0.649, -2.725, -5.851], [-1.730, 1.008, -2.302], [-2.436, 2.894, -0.056], [-3.803, 1.786, 0.095], [-0.630, 4.442, -4.425], [1.904, -0.820, -4.385], [-2.354, -4.163, -6.884], [0.005, 2.370, -3.333], [4.239, 4.425, -2.999], [6.530, -4.160, 3.029], [4.778, -0.281, 3.322], [-3.404, 0.801, -1.772], [2.076, 3.259, -3.146], [6.581, -1.694, -0.480], [-3.120, 2.739, 2.306], [4.760, 1.795, 2.205], [7.738, -3.225, 1.081], [-2.913, -1.459, -0.953], [-2.946, 0.969, 2.270]],
  "atomic_forces_ev_per_a": [[-0.4, 0.0, 1.9], [-0.2, 0.0, -0.2], [0.0, -0.3, 0.5], [0.0, -0.5, 0.0], [-0.2, 0.2, 0.4], [0.2, -0.1, -0.2], [-0.1, -0.1, 0.1], [0.3, 0.3, -0.8], [-0.2, 0.1, 0.2], [0.0, -0.3, 0.0], [-0.1, 0.2, -0.3], [0.3, -0.2, -0.1], [-0.3, -0.1, -0.2], [-0.3, -0.4, 0.1], [0.2, -0.1, -0.6], [0.0, -0.1, 0.0], [0.7, 0.8, -1.3], [-0.1, 0.1, 0.0], [-0.2, 0.1, -0.4], [0.1, 0.0, 0.0], [0.0, -0.2, -0.1], [0.0, 0.0, 0.0], [-0.1, 0.2, -0.1], [0.2, 0.0, 0.1], [0.1, 0.2, 0.1], [0.2, -0.1, -0.1], [-0.1, -0.1, -0.1], [0.0, 0.0, -0.1], [0.0, 0.0, 0.0], [0.0, -0.3, 0.1], [0.4, 0.2, 0.0], [0.3, 0.3, 0.2], [0.0, 0.1, 0.0], [0.1, 0.0, 0.1], [0.2, 0.4, 0.0], [-0.2, 0.0, 0.4], [0.1, 0.1, -0.1], [-0.1, 0.1, 0.0], [0.0, 0.1, 0.1], [0.1, 0.1, -0.1], [0.0, -0.1, 0.2], [0.1, 0.1, -0.1], [0.0, 0.0, 0.1], [-0.2, 0.1, -0.2], [0.0, -0.2, 0.1], [-0.1, 0.2, -0.2], [-0.1, -0.1, -0.1], [0.0, 0.0, 0.1], [0.1, 0.0, 0.0], [0.0, 0.0, 0.2], [0.0, -0.1, -0.1], [0.0, 0.0, 0.1], [0.2, 0.1, 0.3], [0.0, 0.1, -0.2], [0.0, 0.0, 0.0], [-0.1, 0.1, 0.1], [-0.1, 0.0, -0.1], [0.0, 0.0, 0.0], [-0.4, -0.1, -0.1], [0.0, 0.1, 0.1], [-0.2, 0.0, 0.0], [0.2, 0.1, -0.1], [0.1, 0.0, 0.2], [0.0, 0.1, -0.1], [0.1, -0.1, 0.1], [-0.1, 0.0, 0.0], [0.0, -0.1, -0.1], [0.1, 0.1, -0.1], [0.0, 0.0, -0.1], [0.1, 0.0, 0.1], [-0.1, -0.1, 0.1], [-0.1, 0.0, 0.0], [0.0, 0.0, 0.0], [-0.1, 0.0, 0.0], [0.0, 0.0, 0.0], [0.1, 0.0, -0.1], [0.0, 0.0, 0.0], [0.0, 0.0, 0.1], [0.1, 0.0, 0.1], [0.0, 0.0, 0.0], [0.0, -0.1, -0.1], [-0.1, 0.0, 0.1], [0.0, 0.0, 0.0], [0.0, -0.1, 0.1], [-0.1, 0.0, 0.0], [0.1, 0.1, 0.0], [0.0, 0.1, -0.1], [-0.1, -0.1, 0.0], [0.0, 0.0, 0.1], [0.0, 0.1, 0.0], [0.0, 0.0, 0.1], [0.1, 0.0, 0.0], [0.0, 0.0, 0.1], [0.0, 0.0, 0.0], [0.1, -0.1, 0.0], [-0.1, 0.1, 0.1], [0.0, 0.0, -0.1], [0.0, 0.0, 0.1], [0.0, -0.1, 0.0], [0.0, 0.0, 0.0], [-0.1, 0.0, 0.0], [0.0, -0.2, 0.1], [0.0, 0.0, 0.0]]
}



Number 1: energy -126676.2453 eV. Number 2: energy -142044.9380 eV.